C24H40GeMnN3S as an isolated structure. Source: the OMol25 dataset; level of theory: wB97M-V/def2-TZVPD.

Each line ends with the Mulliken spin population.
Positions of all 70 atoms, in Å:
Mn (-0.3954, 0.2403, 0.2350)  4.440
C (-0.0339, -0.8877, 3.0441)  0.013
C (1.1649, 0.0538, 2.9403)  -0.012
N (1.0371, 0.9913, 1.8054)  -0.021
C (2.3106, 1.3094, 1.1389)  -0.040
C (2.9889, 0.0812, 0.5221)  -0.001
S (1.8854, -1.1059, -0.3175)  0.028
C (1.7560, -2.4539, 0.9038)  -0.027
C (0.3274, -2.7112, 1.3699)  0.022
N (-0.4028, -1.4987, 1.7537)  0.006
H (-0.9028, -0.3258, 3.3855)  0.000
H (0.1815, -1.6508, 3.8004)  0.006
H (2.0827, -0.5148, 2.8130)  -0.006
H (1.2702, 0.5941, 3.8838)  0.000
H (0.6285, 1.8595, 2.1374)  0.011
H (3.0233, 1.7791, 1.8254)  -0.001
H (2.0851, 2.0345, 0.3547)  0.016
H (3.5608, -0.4858, 1.2546)  -0.001
H (3.7041, 0.4163, -0.2274)  -0.002
H (2.4249, -2.2285, 1.7310)  0.003
H (2.1340, -3.3584, 0.4293)  -0.002
H (0.3591, -3.4380, 2.1898)  0.001
H (-0.2302, -3.1694, 0.5513)  -0.006
H (-1.3880, -1.7362, 1.8096)  0.003
C (0.2515, 4.2449, -1.1738)  -0.033
C (-0.2718, 4.7799, -2.5027)  -0.020
C (0.3206, 4.1244, -3.7498)  0.005
C (-0.0560, 2.6518, -3.9748)  0.108
Ge (0.9851, 1.2927, -2.9960)  0.639
C (2.8903, 1.7666, -2.7319)  0.176
C (3.8823, 0.6755, -3.1420)  -0.006
C (3.8361, 0.3635, -4.6329)  0.000
C (4.8297, -0.7169, -5.0366)  0.003
H (-0.1109, 4.8500, -0.3414)  0.001
H (1.3452, 4.2662, -1.1490)  0.000
H (-0.0763, 3.2182, -0.9960)  0.046
H (-0.0594, 5.8500, -2.5544)  0.002
H (-1.3620, 4.6877, -2.5299)  -0.001
H (1.4080, 4.2458, -3.7410)  0.001
H (-0.0284, 4.6844, -4.6210)  0.002
H (0.0889, 2.4001, -5.0277)  -0.013
H (-1.1137, 2.4823, -3.7677)  -0.003
H (0.3605, 1.1131, -1.5412)  0.191
H (3.0166, 2.0463, -1.6842)  -0.020
H (3.0770, 2.6720, -3.3146)  0.017
H (3.6873, -0.2449, -2.5802)  -0.010
H (4.8980, 0.9906, -2.8801)  0.002
H (4.0332, 1.2812, -5.1954)  0.006
H (2.8219, 0.0467, -4.9044)  -0.011
H (5.8517, -0.4144, -4.8015)  0.000
H (4.7816, -0.9222, -6.1055)  0.000
H (4.6288, -1.6507, -4.5078)  0.002
N (-5.3365, 0.2556, 6.9220)  -0.013
C (-4.8261, 0.3661, 5.8991)  0.006
C (-4.1878, 0.5029, 4.6184)  -0.034
C (-4.3799, -0.4682, 3.6380)  0.016
C (-3.7584, -0.3393, 2.4092)  -0.033
C (-2.9323, 0.7573, 2.1385)  -0.014
C (-2.7519, 1.7270, 3.1299)  -0.041
C (-3.3779, 1.6064, 4.3565)  0.015
C (-2.2225, 0.8372, 0.8799)  -0.296
C (-2.1583, 1.0476, -0.3735)  -0.097
H (-5.0210, -1.3149, 3.8423)  0.000
H (-3.9211, -1.0856, 1.6410)  -0.004
H (-2.1252, 2.5866, 2.9268)  -0.008
H (-3.2441, 2.3630, 5.1178)  0.000
C (-2.8894, 1.5925, -1.5455)  -0.017
H (-2.3984, 2.5010, -1.8978)  0.012
H (-3.9228, 1.8365, -1.2954)  -0.009
H (-2.8885, 0.8808, -2.3716)  0.004

Values from the calculation:
Expectation value of S²: 9.02
E_HOMO (alpha / beta), eV: -10.257 / -10.326
Energy relative to the best compared isomer or geometry (same formula, charge and spin), kcal per mole: 0.9
Charge: +1
Multiplicity: 6
LUMO level (alpha / beta), hartree: -0.10053 / -0.13202

C24H40N6OS3ScSi3 as an isolated structure. Source: the OMol25 dataset; level of theory: wB97M-V/def2-TZVPD.

Each line ends with the Löwdin charge.
Positions of all 78 atoms, in Å:
Sc (0.2900, -1.1886, 0.3606)  0.572
C (-5.0454, 2.5682, 1.7417)  -0.090
C (-4.1871, 1.5607, 2.4997)  -0.249
N (-3.8008, 0.4554, 1.6468)  -0.027
C (-2.5525, -0.0602, 1.5430)  -0.801
S (-2.3754, -1.3522, 0.4267)  0.669
N (-1.6344, 0.4874, 2.3166)  -0.016
N (-0.3711, 0.0575, 2.1578)  -0.046
C (0.4747, 0.4079, 3.0776)  -0.277
C (0.1008, 1.2584, 4.2533)  -0.020
C (1.7952, -0.2004, 3.0105)  -0.234
C (2.7637, 0.0134, 3.9939)  -0.005
C (3.9251, -0.7316, 3.9794)  -0.055
C (4.0866, -1.7031, 3.0010)  -0.041
C (3.0974, -1.8362, 2.0456)  -0.134
N (2.0048, -1.0818, 2.0152)  0.013
H (-5.2109, 3.4533, 2.3578)  0.068
H (-6.0167, 2.1403, 1.4850)  0.068
H (-4.5452, 2.8706, 0.8212)  0.066
H (-4.7330, 1.1913, 3.3748)  0.112
H (-3.2667, 2.0257, 2.8422)  0.095
H (-4.5056, -0.0184, 1.1081)  0.111
H (-0.9362, 1.5594, 4.1516)  0.060
H (0.7340, 2.1466, 4.3103)  0.084
H (0.2144, 0.6914, 5.1799)  0.091
H (2.5929, 0.7461, 4.7695)  0.106
H (4.6881, -0.5726, 4.7303)  0.107
H (4.9560, -2.3445, 2.9810)  0.107
H (3.1627, -2.5972, 1.2791)  0.097
C (3.5684, -1.7860, -1.1019)  -0.150
O (2.3747, -1.0297, -0.9594)  -0.400
Si (1.7675, -0.1026, -2.2449)  0.322
C (1.7128, -1.2449, -3.7544)  -0.139
C (3.1589, 1.1447, -2.5988)  -0.144
C (0.1725, 0.4342, -1.4666)  -0.505
Si (-1.2483, 0.2344, -2.6907)  0.391
C (-2.8665, 1.1366, -2.2607)  -0.196
C (-1.6708, -1.5908, -3.0210)  -0.196
C (-0.8551, 1.0425, -4.3815)  -0.190
Si (0.2868, 2.1682, -0.7941)  0.400
C (0.5327, 3.4856, -2.1487)  -0.179
C (1.7771, 2.3470, 0.3952)  -0.171
C (-1.2420, 2.7920, 0.1560)  -0.176
H (3.9900, -1.6801, -2.1037)  0.074
H (3.3505, -2.8423, -0.9308)  0.059
H (4.3113, -1.4423, -0.3785)  0.086
H (2.7138, -1.5830, -4.0310)  0.029
H (1.2804, -0.7533, -4.6264)  0.022
H (1.1111, -2.1308, -3.5358)  0.036
H (4.0259, 0.6479, -3.0409)  0.028
H (3.4823, 1.6235, -1.6724)  0.021
H (2.8405, 1.9281, -3.2890)  0.017
H (-3.3217, 0.7556, -1.3482)  -0.011
H (-3.5753, 0.9832, -3.0798)  0.033
H (-2.7110, 2.2141, -2.1519)  0.018
H (-1.1226, -2.2537, -2.3514)  -0.024
H (-1.4346, -1.8895, -4.0454)  0.026
H (-2.7333, -1.7803, -2.8557)  0.027
H (-1.2042, 2.0781, -4.4003)  0.016
H (-1.3624, 0.5078, -5.1884)  0.027
H (0.2144, 1.0549, -4.6020)  0.002
H (1.3200, 3.1985, -2.8487)  0.002
H (0.8010, 4.4550, -1.7195)  0.028
H (-0.3855, 3.6183, -2.7282)  0.018
H (2.6092, 2.8638, -0.0885)  0.019
H (2.1416, 1.3665, 0.7178)  0.007
H (1.5121, 2.9143, 1.2905)  0.025
H (-2.0921, 2.1229, 0.0195)  -0.009
H (-1.5322, 3.7834, -0.2023)  0.032
H (-1.0511, 2.8606, 1.2279)  0.017
S (-0.1353, -3.1970, 2.3780)  0.566
C (-0.2077, -4.1812, 0.9785)  -1.154
S (0.6499, -3.6067, -0.4270)  0.583
C (-0.9006, -5.3806, 0.9296)  -0.402
C (-1.6074, -5.8962, 2.0456)  -0.274
N (-2.1837, -6.3607, 2.9307)  0.124
C (-0.9514, -6.1593, -0.2576)  -0.285
N (-1.0163, -6.8172, -1.2038)  0.123

Values from the calculation:
E_HOMO, eV: -4.547
Energy relative to the best compared isomer or geometry (same formula, charge and spin), kcal per mole: 19.4
Charge: -1
Multiplicity: 1
LUMO level, hartree: 0.05993

C24H40N7Si2Ti as an isolated structure. Source: the OMol25 dataset; level of theory: wB97M-V/def2-TZVPD.

Each line ends with the Mulliken spin population.
Positions of all 74 atoms, in Å:
Ti (0.0958, -0.0707, 0.6124)  0.896
N (-2.7096, -0.0610, -0.7777)  0.018
C (-2.2220, -1.3845, -0.5933)  0.209
C (-3.0994, -2.4356, -0.7757)  -0.186
C (-2.6659, -3.7420, -0.6023)  0.389
C (-1.2921, -3.9478, -0.2810)  -0.087
C (-0.4641, -2.8877, -0.1391)  0.251
N (-0.8884, -1.5553, -0.2711)  0.084
C (-2.1545, 1.1782, -0.6744)  0.007
C (-3.0206, 2.3091, -0.7930)  0.011
C (-2.4911, 3.5617, -0.7361)  0.015
C (-1.0985, 3.7492, -0.5693)  0.026
C (-0.3265, 2.6373, -0.4617)  0.016
N (-0.8258, 1.3608, -0.5374)  -0.008
H (-3.7181, -0.0393, -0.8004)  0.013
H (-4.1339, -2.2245, -1.0225)  -0.008
H (-3.3461, -4.5716, -0.7106)  0.029
H (-0.8964, -4.9448, -0.1539)  0.001
H (0.5888, -3.0018, 0.0898)  0.035
H (-4.0849, 2.1493, -0.9028)  0.000
H (-3.1416, 4.4229, -0.8119)  0.001
H (-0.6585, 4.7318, -0.5078)  0.003
H (0.7469, 2.6957, -0.3172)  0.005
C (-2.2910, 1.5120, 2.9627)  0.010
Si (-1.3390, -0.0181, 3.5102)  -0.001
C (-1.1604, 0.0617, 5.3626)  0.000
C (-2.3701, -1.5194, 3.0592)  0.007
N (0.1193, -0.0846, 2.5497)  0.030
C (1.5032, 0.0059, 2.9051)  -0.001
C (1.9457, 0.0774, 4.2186)  -0.003
C (3.2981, 0.1639, 4.5322)  0.000
C (4.2378, 0.1826, 3.5230)  0.000
C (3.8162, 0.1101, 2.2001)  -0.005
C (2.4746, 0.0170, 1.8662)  0.058
N (2.0295, -0.0722, 0.4990)  0.123
Si (3.1122, -0.1407, -0.8546)  0.005
C (4.2050, -1.6489, -0.8498)  0.003
C (4.0920, 1.4295, -1.0993)  0.002
C (1.9868, -0.2873, -2.3620)  0.027
H (-3.0559, 1.7843, 3.6920)  0.000
H (-2.8135, 1.3477, 2.0140)  -0.004
H (-1.6261, 2.3700, 2.8410)  -0.003
H (-2.1713, 0.0997, 5.7752)  0.000
H (-0.6291, 0.9505, 5.7023)  0.000
H (-0.6645, -0.8144, 5.7806)  0.000
H (-3.0497, -1.7886, 3.8693)  -0.001
H (-1.7357, -2.3842, 2.8541)  0.002
H (-2.9892, -1.3498, 2.1729)  -0.002
H (1.2255, 0.0582, 5.0175)  0.000
H (3.6026, 0.2129, 5.5686)  0.000
H (5.2927, 0.2497, 3.7495)  0.000
H (4.5631, 0.1227, 1.4184)  0.000
H (4.7730, -1.7664, 0.0716)  0.000
H (4.9161, -1.6162, -1.6772)  0.000
H (3.5920, -2.5452, -0.9700)  0.000
H (4.7529, 1.6642, -0.2665)  0.000
H (3.4193, 2.2809, -1.2293)  -0.001
H (4.7084, 1.3529, -1.9976)  0.000
H (1.3147, -1.1441, -2.2577)  0.000
H (2.5857, -0.4397, -3.2617)  0.001
H (1.4083, 0.6321, -2.5057)  -0.005
N (-0.0303, -0.0963, -5.6421)  0.000
C (-0.8631, 0.9960, -5.1424)  0.002
C (-1.8161, 0.4920, -4.0462)  0.006
N (-1.0753, -0.4717, -3.1799)  0.003
H (0.8969, 0.2195, -5.8947)  0.000
H (-0.4308, -0.5491, -6.4542)  0.000
H (-0.3290, -0.8893, -3.7795)  -0.001
H (-1.4705, 1.4648, -5.9191)  0.000
H (-0.2185, 1.7703, -4.7253)  0.000
H (-2.6759, -0.0310, -4.4600)  -0.003
H (-2.1655, 1.3080, -3.4165)  0.001
H (-0.6268, 0.0012, -2.3921)  0.013
H (-1.6625, -1.2099, -2.7793)  0.019

Values from the calculation:
Expectation value of S²: 2.03
E_HOMO (alpha / beta), eV: -7.979 / -9.201
Charge: +1
Multiplicity: 3
LUMO level (alpha / beta), hartree: -0.10983 / -0.10799

Let's list maximum force in order: 0.22; 1.06; 2.00 eV/A.